1.
Here is an isolated molecule of C5H4FNO from OMol25. Energies are from ωB97M-V/def2-TZVPD.

```
! RIJCOSX wB97M-V def2-TZVPD def2/J DEFGRID3
* xyz 0 1
N 2.0517 -0.0221 0.0702
C 0.6702 0.0601 -0.0197
C -0.0764 1.1752 -0.1097
C -1.4781 0.7942 -0.1102
O -2.5571 1.3450 0.0885
C -1.3335 -0.6592 -0.0708
F -2.4464 -1.3360 0.0817
C -0.1769 -1.2488 -0.1003
H 2.6576 0.7400 0.4850
H 2.3762 -0.9402 -0.0131
H 0.1385 2.2824 -0.1592
H 0.1743 -2.1905 -0.1424
*
```

Kohn-Sham gap = 8.24 eV
Maximum force = 5.71 eV/Å
SMILES = NC1=CC(=O)C(F)=C1
HOMO = -8.62 eV

2.
Here is an isolated molecule of C5H4FNS from OMol25. Energies are from ωB97M-V/def2-TZVPD.

```
! RIJCOSX wB97M-V def2-TZVPD def2/J DEFGRID3
* xyz 0 1
N 0.7640 1.8916 2.6728
C 0.2427 1.2215 1.8603
C -0.0835 0.5229 0.5770
C 0.0155 -0.7502 0.4650
F 0.6791 -1.5771 1.3635
C 0.0586 -1.5120 -0.9472
S -0.4844 -0.1273 -2.0975
C -0.6464 1.1124 -0.8460
H 0.9718 -1.7462 -1.3576
H -0.6302 -2.4255 -0.8310
H -1.5930 1.5713 -0.8269
H 0.0204 2.0230 -1.0599
*
```

Kohn-Sham gap = 9.72 eV
Maximum force = 7.06 eV/Å
SMILES = N#CC1=C(F)CSC1
HOMO = -9.37 eV

3.
Here is a structure of composition C5H4GaLiO6 from OMol25. Energies are from ωB97M-V/def2-TZVPD.

```
! RIJCOSX wB97M-V def2-TZVPD def2/J DEFGRID3
* xyz 3 2
O -1.6584 -7.1321 0.3329
C -1.5514 -6.0111 0.1424
O -1.3876 -4.8713 -0.0621
O -0.3611 -1.7908 -0.0863
Ga -1.1005 -3.1485 -0.2555
O -0.0589 4.1483 1.4552
C 0.3915 3.3176 0.6339
O 1.5643 3.3375 0.1899
O -0.4822 2.3827 0.1939
C -0.0515 1.4966 -0.8220
C 0.8181 0.2972 -0.1788
C -0.3096 -0.6011 0.0998
Li 1.7691 4.8754 1.4287
H 0.5875 2.0078 -1.5520
H -0.9468 1.2907 -1.4210
H 1.2652 0.5812 0.7862
H 1.5123 -0.1801 -0.8852
*
```

Kohn-Sham gap (spin up / spin down) = 9.16 / 4.93 eV
Maximum force = 10.30 eV/Å
HOMO (spin up / spin down) = -22.26 / -20.25 eV

4.
Here is a cluster of 2 separate species, C5H4INO in total from OMol25. Energies are from ωB97M-V/def2-TZVPD.

```
! RIJCOSX wB97M-V def2-TZVPD def2/J DEFGRID3
* xyz 0 1
N 1.1564 -2.6068 1.3932
C 1.6220 -1.6769 0.8916
C 1.8043 -0.6547 0.0129
I 2.1950 1.3103 0.8649
C 1.9267 -0.6596 -1.2842
O 1.9504 -0.4420 -2.4074
C -2.0503 0.1629 -0.0144
C -1.5963 1.3787 0.2028
H -1.3990 -0.6663 0.3782
H -2.7211 0.1043 -0.8030
H -0.8283 1.3987 0.9088
H -2.0599 2.3515 -0.1434
*
```

Kohn-Sham gap = 7.93 eV
Maximum force = 3.01 eV/Å
SMILES = N#CC(I)=C=O.C=C
HOMO = -9.59 eV

5.
Here is a structure of composition C5H4LiO7Zn from OMol25. Energies are from ωB97M-V/def2-TZVPD.

```
! RIJCOSX wB97M-V def2-TZVPD def2/J DEFGRID3
* xyz 0 2
O 1.3207 0.4357 1.9307
C 1.7918 -0.5878 1.3512
O 1.8916 -1.7659 1.6997
O 0.4300 -1.3340 -0.8480
O -1.7908 -1.0448 -0.4388
C -2.6212 0.0671 -0.1638
C -1.8048 1.2469 -0.6770
O -0.4641 0.8284 -0.4294
C -0.4662 -0.7119 -0.2168
H -3.5715 -0.0607 -0.6934
H -2.8108 0.1450 0.9191
H -2.0405 2.1820 -0.1553
H -1.9323 1.4005 -1.7570
Zn 1.0004 1.6691 0.4267
Li 1.9253 -2.3745 -0.2888
O 2.7542 1.0675 -0.2946
O 3.5355 -1.0222 -0.4418
C 2.8527 -0.1402 0.0773
*
```

Kohn-Sham gap (spin up / spin down) = 5.11 / 7.01 eV
Maximum force = 3.88 eV/Å
HOMO (spin up / spin down) = -6.99 / -8.97 eV

6.
Here is an isolated molecule of C5H4N2 from OMol25. Energies are from ωB97M-V/def2-TZVPD.

```
! RIJCOSX wB97M-V def2-TZVPD def2/J DEFGRID3
* xyz 0 1
C -1.7474 0.7264 0.4090
C -0.4741 -0.1542 0.3732
C 0.9123 0.3745 0.5674
C 1.5525 -0.3698 -0.3328
C 2.7701 -0.7732 -0.9135
N 3.7727 -1.1513 -1.3158
N 0.1967 -0.2291 -0.9364
H -2.7313 0.1372 0.1218
H -1.5481 1.5491 -0.2048
H -2.0118 1.0155 1.3857
H -0.6917 -1.1251 0.8463
*
```

Kohn-Sham gap (spin up / spin down) = 8.26 / 8.26 eV
Maximum force = 3.30 eV/Å
SMILES = C[C@@H]1C2=C(C#N)N21
HOMO (spin up / spin down) = -9.24 / -9.24 eV

7.
Here is an isolated molecule of C5H4N2 from OMol25. Energies are from ωB97M-V/def2-TZVPD.

```
! RIJCOSX wB97M-V def2-TZVPD def2/J DEFGRID3
* xyz 0 1
C 2.8221 -0.4238 0.2814
C 1.6371 -0.2298 0.1802
C 0.2369 0.0292 0.0564
C -0.4515 1.2563 0.2529
N -1.7477 1.1307 0.0291
N -1.9096 -0.1595 -0.3042
C -0.7575 -0.8605 -0.3058
H 3.8745 -0.5982 0.3529
H -0.0318 2.2097 0.5483
H -2.8411 -0.4907 -0.5061
H -0.7184 -1.9112 -0.5541
*
```

Kohn-Sham gap = 9.86 eV
Maximum force = 0.35 eV/Å
SMILES = C#Cc1cn[nH]c1
HOMO = -8.92 eV

8.
Here is a cluster of 2 separate species, C5H4N2 in total from OMol25. Energies are from ωB97M-V/def2-TZVPD.

```
! RIJCOSX wB97M-V def2-TZVPD def2/J DEFGRID3
* xyz 0 1
C 3.3415 0.1072 0.0344
C 2.1607 0.1523 -0.0370
C -1.8950 0.8268 -0.0481
C -1.7687 -0.4883 0.1109
C 0.1216 0.4012 -0.1045
N -0.6370 1.4161 -0.0372
N -0.4282 -0.8108 -0.1501
H 4.3619 -0.0627 0.0167
H -2.8668 1.2920 0.1673
H -2.5684 -1.2102 0.1190
H 0.1782 -1.6235 -0.0714
*
```

Kohn-Sham gap = 10.20 eV
Maximum force = 7.05 eV/Å
HOMO = -9.67 eV

9.
Here is an isolated molecule of C5H4N2 from OMol25. Energies are from ωB97M-V/def2-TZVPD.

```
! RIJCOSX wB97M-V def2-TZVPD def2/J DEFGRID3
* xyz 0 1
C 2.6972 -0.4932 0.3455
C 1.5815 -0.2512 -0.0321
C 0.1887 -0.0070 -0.1941
C -0.7622 -0.9935 -0.5385
C -1.9609 -0.3341 -0.0310
N -1.7489 0.8724 0.4469
N -0.4320 1.0908 0.2866
H 3.6865 -0.6967 0.6872
H -0.2271 -0.5281 -1.5279
H -2.9557 -0.7489 0.1282
H -0.0472 2.0105 0.4186
*
```

Kohn-Sham gap = 9.60 eV
Maximum force = 2.13 eV/Å
SMILES = C#Cc1ccn[nH]1
HOMO = -8.89 eV

10.
Here is an isolated molecule of C5H4N2 from OMol25. Energies are from ωB97M-V/def2-TZVPD.

```
! RIJCOSX wB97M-V def2-TZVPD def2/J DEFGRID3
* xyz 0 1
C 2.8973 -0.9169 0.3316
C 1.7857 -0.2990 0.1130
C 0.3387 -0.1861 0.1817
C -0.6708 -0.8318 -0.4978
C -1.7908 0.0049 -0.3205
N -1.5135 1.0588 0.4362
N -0.2205 0.9212 0.7306
H 2.2996 0.5017 -0.4798
H -0.5939 -1.7517 -1.0592
H -2.7718 -0.0922 -0.7632
H 0.2400 1.5912 1.3275
*
```

Kohn-Sham gap = 9.45 eV
Maximum force = 0.73 eV/Å
HOMO = -9.67 eV

11.
Here is an isolated molecule of C5H4N2 from OMol25. Energies are from ωB97M-V/def2-TZVPD.

```
! RIJCOSX wB97M-V def2-TZVPD def2/J DEFGRID3
* xyz 0 1
C -0.8622 0.5361 -2.1131
C -0.1102 0.7587 -1.1934
C 0.5746 0.9514 0.0132
C 1.3923 0.0169 0.6437
N 0.6447 -0.9658 1.1598
N -0.6949 -0.8481 1.0392
C -0.9017 0.2546 0.3938
H -1.5698 0.2545 -2.8460
H 2.4458 0.0372 0.9185
H 0.9529 -1.6365 1.8391
H -1.9527 0.5682 0.2621
*
```

Kohn-Sham gap = 8.44 eV
Maximum force = 3.30 eV/Å
HOMO = -7.82 eV

12.
Here is an isolated molecule of C5H4N2 from OMol25. Energies are from ωB97M-V/def2-TZVPD.

```
! RIJCOSX wB97M-V def2-TZVPD def2/J DEFGRID3
* xyz 0 1
C 2.3253 0.0605 -0.2573
C 1.5161 -0.5981 0.3522
C 0.1050 -0.5539 0.6203
C -0.8505 -0.9835 -0.2827
C -1.6610 0.1468 -0.4796
N -1.3136 1.1603 0.3094
N -0.2837 0.6936 1.0099
H 2.6634 0.7971 -0.9473
H -0.8573 -1.9239 -0.8138
H -2.4066 0.2993 -1.2461
H 0.3170 1.3272 1.5170
*
```

Kohn-Sham gap = 9.55 eV
Maximum force = 0.85 eV/Å
SMILES = C#Cc1ccn[nH]1
HOMO = -8.85 eV

13.
Here is an isolated molecule of C5H4N2 from OMol25. Energies are from ωB97M-V/def2-TZVPD.

```
! RIJCOSX wB97M-V def2-TZVPD def2/J DEFGRID3
* xyz 0 1
C 2.8592 0.7734 0.0652
C 1.7121 0.4230 -0.0527
C 0.3547 0.0051 -0.1863
C -0.2446 -0.9703 -0.9696
C -1.6348 -0.8682 -0.4484
N -1.8040 0.2474 0.4739
N -0.6169 0.6629 0.5865
H 3.8801 1.0749 0.1438
H -1.5596 -1.7497 0.2212
H -2.5170 -1.0219 -1.0721
H -0.4293 1.4236 1.2385
*
```

Kohn-Sham gap (spin up / spin down) = 8.19 / 8.19 eV
Maximum force = 0.55 eV/Å
HOMO (spin up / spin down) = -8.58 / -8.58 eV

14.
Here is an isolated molecule of C5H4N2 from OMol25. Energies are from ωB97M-V/def2-TZVPD.

```
! RIJCOSX wB97M-V def2-TZVPD def2/J DEFGRID3
* xyz 0 3
C 1.0972 -0.1029 -0.6138
C -0.0639 0.6218 -0.5296
C 0.6968 -1.4060 -0.1715
C -2.7163 0.1629 0.5198
C -1.1407 -0.2663 -0.1712
N -0.5853 -1.5218 0.0638
N -2.5329 -0.0571 -0.7126
H 2.0914 0.0711 -1.0559
H -0.2540 1.6490 -0.6854
H 1.4767 -2.1274 0.0894
H -3.3984 0.2146 1.2463
*
```

Kohn-Sham gap (spin up / spin down) = 6.92 / 6.52 eV
Maximum force = 4.98 eV/Å
HOMO (spin up / spin down) = -6.49 / -9.21 eV

15.
Here is an isolated molecule of C5H4N2O from OMol25. Energies are from ωB97M-V/def2-TZVPD.

```
! RIJCOSX wB97M-V def2-TZVPD def2/J DEFGRID3
* xyz 0 1
C 1.9567 0.8141 1.0464
O 1.0250 -0.2920 0.3365
C -0.1117 0.2923 -0.2208
C -1.2530 -0.3378 -0.5835
C -2.3758 -0.2511 -1.5098
N -2.9951 -0.0060 -2.4478
C -1.1834 -1.8784 -0.1962
N -1.5062 -2.8863 0.3817
H 1.1758 1.4693 1.6939
H 2.6962 1.3764 0.3440
H 2.5023 0.2739 1.6929
H 0.0690 1.4256 -0.5372
*
```

Kohn-Sham gap = 9.97 eV
Maximum force = 5.79 eV/Å
SMILES = COC=C(C#N)C#N
HOMO = -10.15 eV

16.
Here is an isolated molecule of C5H4N2O from OMol25. Energies are from ωB97M-V/def2-TZVPD.

```
! RIJCOSX wB97M-V def2-TZVPD def2/J DEFGRID3
* xyz 0 1
N -0.4449 3.5060 0.3495
C -0.4829 2.3189 0.2262
C -0.2643 0.9098 0.1195
C 0.6714 0.1892 0.7879
C 0.7113 -1.2033 0.3096
N -0.2723 -1.1814 -0.7646
C -0.9045 0.0160 -0.8776
O -1.8365 0.3419 -1.5445
H 1.3043 0.5831 1.5516
H 0.3355 -1.8819 1.0914
H 1.7627 -1.5620 0.0085
H -0.5798 -2.0362 -1.2576
*
```

Kohn-Sham gap = 10.15 eV
Maximum force = 4.94 eV/Å
SMILES = N#CC1=CCNC1=O
HOMO = -10.32 eV

17.
Here is an isolated molecule of C5H4N2O from OMol25. Energies are from ωB97M-V/def2-TZVPD.

```
! RIJCOSX wB97M-V def2-TZVPD def2/J DEFGRID3
* xyz 0 1
O 2.6797 -0.0715 -0.1970
C 1.4494 -0.0971 -0.0203
C 0.7001 1.2078 0.1234
C -0.6257 1.3621 0.1275
N -1.7068 0.5423 -0.2516
C -1.6059 -0.7287 -0.1370
N -0.5678 -1.5560 0.2597
C 0.7111 -1.4076 0.0712
H 1.2994 2.0937 0.2461
H -1.0193 2.3293 0.2211
H -2.5455 -1.3640 -0.3013
H 1.2312 -2.3102 -0.1418
*
```

Kohn-Sham gap = 8.57 eV
Maximum force = 2.89 eV/Å
SMILES = O=c1ccncnc1
HOMO = -9.84 eV

18.
Here is an isolated molecule of C5H4N2O from OMol25. Energies are from ωB97M-V/def2-TZVPD.

```
! RIJCOSX wB97M-V def2-TZVPD def2/J DEFGRID3
* xyz 0 1
O -1.6835 1.5543 0.1996
C -0.7100 0.9283 -0.1472
C -0.6096 0.0226 -1.3269
C -0.0732 -1.1932 -1.2228
C 0.4782 -1.7032 0.0121
C 0.9421 -0.9941 1.0676
N 1.2587 0.3731 1.0592
N 0.5404 1.1884 0.4367
H -1.1159 0.3713 -2.2491
H -0.0902 -1.8292 -2.1056
H 0.5683 -2.7746 0.0602
H 1.3479 -1.4959 1.9288
*
```

Kohn-Sham gap = 8.89 eV
Maximum force = 1.48 eV/Å
SMILES = O=c1ccccnn1
HOMO = -9.39 eV

19.
Here is an isolated molecule of C5H4N2O2 from OMol25. Energies are from ωB97M-V/def2-TZVPD.

```
! RIJCOSX wB97M-V def2-TZVPD def2/J DEFGRID3
* xyz 0 1
H -2.0032 -0.9876 1.7421
N -0.9931 -0.8792 1.7844
C -0.6344 -0.3786 0.6620
C -1.5510 -0.0048 -0.5054
O -2.7711 -0.0549 -0.5869
N -0.6981 0.4140 -1.4784
C 0.6196 0.4732 -1.0636
C 0.7149 0.0127 0.1985
C 2.0054 -0.0580 0.9325
O 3.0480 0.2881 0.4191
H -1.0468 0.8630 -2.3079
H 1.3865 0.7992 -1.7377
H 1.9233 -0.4872 1.9412
*
```

Kohn-Sham gap = 8.53 eV
Maximum force = 1.89 eV/Å
SMILES = [H]/N=C1\C(=O)NC=C1C=O
HOMO = -9.55 eV

20.
Here is an isolated molecule of C5H4N2OS from OMol25. Energies are from ωB97M-V/def2-TZVPD.

```
! RIJCOSX wB97M-V def2-TZVPD def2/J DEFGRID3
* xyz 0 1
N 3.1548 0.1187 -0.4735
C 2.0796 -0.1440 -0.8027
C 0.6295 -0.3288 -1.1475
O 0.2601 -1.6141 -1.5372
C -0.0879 0.1018 0.0764
C -0.5895 1.4019 0.1696
S -1.4525 1.4877 1.6595
C -1.2009 -0.2026 1.9190
N -0.4339 -0.7475 1.0355
H 0.4306 0.2634 -2.1415
H -0.5259 -1.8331 -1.0647
H -0.6240 2.2780 -0.3924
H -1.6400 -0.7815 2.6996
*
```

Kohn-Sham gap = 10.15 eV
Maximum force = 4.10 eV/Å
SMILES = N#C[C@@H](O)c1cscn1
HOMO = -9.86 eV